1:
{
  "formula": "C5H14N2O",
  "method": "ωB97M-V/def2-TZVPD",
  "elements": ["C", "N", "C", "C", "C", "N", "C", "O", "H", "H", "H", "H", "H", "H", "H", "H", "H", "H", "H", "H", "H", "H"],
  "xyz": [[-1.568, -2.767, -2.088], [-0.662, -1.770, -2.141], [-0.094, -1.287, -0.943], [-0.537, -0.111, -0.254], [0.769, 0.535, 0.572], [0.709, 0.209, 2.009], [0.856, 2.191, 0.538], [0.333, 2.611, 1.724], [-2.084, -3.139, -2.910], [-2.016, -3.297, -1.135], [-0.557, -1.140, -2.896], [0.123, -2.179, -0.174], [0.987, -1.116, -1.208], [-0.839, 0.697, -1.030], [-1.409, -0.369, 0.381], [1.806, 0.181, 0.134], [1.357, 0.933, 2.817], [-0.168, 0.221, 2.448], [1.136, -0.699, 2.193], [1.891, 2.498, 0.560], [0.497, 2.670, -0.434], [-0.271, 3.408, 1.443]],
  "lumo_ev": -8.944,
  "total_charge": 2,
  "homo_lumo_gap_ha": 0.322
}



2:
{
  "formula": "C5H14N2O",
  "method": "ωB97M-V/def2-TZVPD",
  "elements": ["C", "C", "N", "C", "C", "N", "C", "O", "H", "H", "H", "H", "H", "H", "H", "H", "H", "H", "H", "H", "H", "H"],
  "xyz": [[0.879, -1.468, 1.889], [-0.004, -1.159, 0.940], [-0.478, -2.296, 0.000], [-0.842, 0.165, 0.800], [-0.417, 0.819, -0.620], [-0.689, 2.364, -0.382], [0.994, 0.515, -0.954], [1.231, 1.391, -2.016], [0.872, -0.671, 2.720], [1.430, -2.450, 2.104], [-0.210, -3.283, 0.317], [-0.119, -2.330, -1.004], [-1.549, -2.420, -0.036], [-2.034, 0.024, 0.871], [-0.662, 0.875, 1.569], [-1.145, 0.517, -1.435], [0.059, 2.684, 0.499], [-0.501, 2.975, -1.214], [-1.536, 2.526, 0.098], [1.773, 0.791, -0.098], [1.175, -0.637, -1.298], [1.773, 1.065, -2.749]],
  "lumo_ev": -7.070,
  "total_charge": 2,
  "homo_lumo_gap_ha": 0.411
}



Name the most stable of them. 2.



1:
{
  "formula": "C5H14N2PS",
  "method": "ωB97M-V/def2-TZVPD",
  "elements": ["C", "C", "C", "C", "C", "N", "N", "P", "S", "H", "H", "H", "H", "H", "H", "H", "H", "H", "H", "H", "H", "H", "H"],
  "xyz": [[-0.138, -1.851, -0.227], [-0.411, 0.281, 0.957], [0.671, -0.717, 0.495], [-1.154, 1.707, -0.881], [3.251, 0.035, 0.191], [-0.880, -1.191, -1.206], [-1.301, 0.394, -0.174], [-3.069, -0.193, 0.100], [1.773, 0.228, -0.817], [0.448, -2.529, -0.779], [-0.703, -2.251, 0.597], [-0.791, -0.253, 1.760], [0.191, 1.091, 1.171], [1.262, -1.013, 1.228], [-1.286, 1.453, -1.907], [-1.902, 2.335, -0.618], [-0.218, 2.147, -0.719], [3.370, 0.863, 0.998], [4.203, 0.246, -0.516], [3.390, -0.925, 0.486], [-0.356, -0.685, -1.900], [-3.511, 1.143, 0.291], [-2.839, -0.314, 1.472]],
  "lumo_ev": -4.692,
  "total_charge": 1,
  "homo_lumo_gap_ha": 0.295
}



2:
{
  "formula": "C5H14N2PS",
  "method": "ωB97M-V/def2-TZVPD",
  "elements": ["C", "C", "C", "C", "C", "N", "N", "P", "S", "H", "H", "H", "H", "H", "H", "H", "H", "H", "H", "H", "H", "H", "H"],
  "xyz": [[-0.036, 1.075, -1.357], [1.117, 2.393, 1.299], [-0.692, -2.923, -0.904], [1.007, -1.179, 0.645], [-0.190, 2.554, 0.538], [-0.400, 1.281, -0.183], [-0.189, -0.315, -1.775], [-0.573, -1.196, -0.459], [-2.436, -0.871, 0.365], [0.353, 1.813, -2.033], [1.111, 1.787, 2.267], [2.048, 2.085, 0.706], [1.483, 3.423, 1.675], [-1.251, -2.988, -1.848], [-1.350, -3.538, -0.116], [0.287, -3.344, -0.809], [1.876, -0.575, 0.211], [1.388, -2.228, 0.686], [0.849, -0.772, 1.689], [-0.119, 3.443, -0.035], [-0.937, 2.800, 1.307], [-0.637, -0.638, -2.676], [-2.710, -2.087, 0.806]],
  "lumo_ev": -2.779,
  "total_charge": 1,
  "homo_lumo_gap_ha": 0.410
}



Name the most stable of them. 2.



1:
{
  "formula": "C32H39AsLiN6Si2",
  "method": "ωB97M-V/def2-TZVPD",
  "elements": ["Li", "N", "C", "N", "C", "N", "N", "C", "C", "C", "C", "C", "C", "N", "C", "C", "C", "C", "C", "C", "H", "H", "H", "H", "H", "H", "H", "H", "H", "H", "H", "C", "Si", "C", "C", "As", "Si", "C", "C", "C", "H", "H", "H", "H", "H", "H", "H", "H", "H", "H", "H", "H", "H", "H", "H", "H", "H", "H", "C", "C", "C", "C", "C", "C", "N", "C", "C", "C", "C", "C", "C", "H", "H", "H", "H", "H", "H", "H", "H", "H", "H"],
  "xyz": [[0.579, -0.929, -0.563], [-1.739, 2.755, -1.801], [-1.375, 1.445, -1.674], [-0.158, 1.082, -1.473], [0.898, 1.964, -1.377], [2.072, 1.703, -0.881], [2.284, 0.386, -0.488], [3.440, 0.065, -0.159], [3.667, -1.431, 0.023], [5.013, -1.854, 0.311], [5.154, -3.204, 0.444], [4.030, -4.027, 0.415], [2.809, -3.500, 0.138], [2.597, -2.187, 0.005], [0.578, 3.361, -1.824], [1.585, 4.316, -2.035], [1.278, 5.632, -2.204], [-0.033, 6.059, -2.120], [-1.063, 5.113, -1.958], [-0.763, 3.723, -1.855], [-2.735, 2.974, -1.865], [-2.152, 0.689, -1.760], [4.312, 0.777, 0.037], [5.805, -1.130, 0.361], [6.166, -3.519, 0.680], [4.163, -5.044, 0.624], [1.958, -4.184, 0.042], [2.561, 3.862, -2.192], [2.052, 6.320, -2.359], [-0.303, 7.088, -2.309], [-2.094, 5.476, -2.046], [1.930, 1.311, 3.558], [0.583, 0.056, 3.620], [1.350, -1.633, 3.645], [-0.096, 0.373, 5.350], [-0.888, -0.131, 1.626], [-2.033, 1.929, 1.882], [-3.621, 1.947, 0.755], [-1.119, 3.524, 1.373], [-2.644, 2.203, 3.675], [2.189, 1.482, 2.515], [2.748, 0.972, 4.204], [1.424, 2.288, 3.853], [2.243, -1.515, 4.265], [1.642, -1.857, 2.608], [0.760, -2.409, 4.054], [-0.549, 1.355, 5.556], [0.746, 0.339, 6.146], [-0.887, -0.352, 5.638], [-3.586, 1.241, -0.050], [-3.951, 2.937, 0.452], [-4.440, 1.584, 1.349], [-0.732, 4.041, 2.311], [-1.766, 4.198, 0.780], [-0.179, 3.372, 0.874], [-3.232, 1.326, 4.104], [-3.286, 3.089, 3.571], [-1.790, 2.443, 4.314], [-2.352, -0.378, -4.925], [-0.948, -0.333, -4.756], [-0.368, -1.101, -3.688], [-1.127, -1.769, -2.730], [-2.553, -1.670, -2.892], [-3.138, -1.070, -4.061], [-0.533, -2.249, -1.622], [-0.856, -3.459, -1.113], [-1.410, -4.476, -1.942], [-1.315, -5.810, -1.512], [-0.885, -6.156, -0.250], [-0.593, -5.098, 0.645], [-0.675, -3.805, 0.261], [-2.710, -0.126, -5.880], [-0.293, 0.166, -5.429], [0.733, -1.089, -3.598], [-3.236, -2.176, -2.124], [-4.221, -1.044, -4.253], [-1.750, -4.206, -2.905], [-1.601, -6.485, -2.306], [-0.792, -7.172, 0.095], [-0.317, -5.322, 1.706], [-0.462, -3.068, 1.115]],
  "lumo_ev": 1.975,
  "total_charge": -1,
  "homo_lumo_gap_ha": 0.185
}



2:
{
  "formula": "C32H39AsLiN6Si2",
  "method": "ωB97M-V/def2-TZVPD",
  "elements": ["Li", "N", "C", "N", "C", "N", "N", "C", "C", "C", "C", "C", "C", "N", "C", "C", "C", "C", "C", "C", "H", "H", "H", "H", "H", "H", "H", "H", "H", "H", "H", "C", "Si", "C", "C", "As", "Si", "C", "C", "C", "H", "H", "H", "H", "H", "H", "H", "H", "H", "H", "H", "H", "H", "H", "H", "H", "H", "H", "C", "C", "C", "C", "C", "C", "N", "C", "C", "C", "C", "C", "C", "H", "H", "H", "H", "H", "H", "H", "H", "H", "H"],
  "xyz": [[-0.033, -0.563, 0.154], [-1.295, 3.304, 1.142], [-1.445, 2.034, 0.856], [-0.957, 1.004, 1.483], [-0.170, 1.322, 2.548], [0.320, 0.407, 3.314], [0.079, -0.885, 2.991], [0.720, -1.705, 3.685], [0.445, -3.167, 3.616], [-0.509, -3.708, 2.789], [-0.643, -5.099, 2.787], [0.170, -5.865, 3.531], [1.086, -5.219, 4.353], [1.183, -3.928, 4.457], [0.173, 2.759, 2.913], [0.997, 3.153, 3.975], [1.209, 4.492, 4.259], [0.529, 5.438, 3.530], [-0.281, 5.077, 2.463], [-0.473, 3.731, 2.178], [-1.800, 3.968, 0.542], [-2.095, 1.873, 0.059], [1.501, -1.451, 4.431], [-1.090, -3.056, 2.131], [-1.291, -5.562, 2.019], [0.055, -6.949, 3.621], [1.779, -5.823, 5.032], [1.413, 2.366, 4.602], [1.751, 4.782, 5.177], [0.594, 6.472, 3.879], [-0.854, 5.847, 1.859], [-3.774, -0.900, -3.204], [-3.482, -1.612, -1.519], [-3.958, -0.329, -0.219], [-4.750, -2.996, -1.421], [-1.323, -2.221, -1.190], [-0.179, -2.357, -3.208], [1.598, -2.973, -2.866], [-0.080, -0.937, -4.403], [-1.063, -3.648, -4.227], [-4.786, -0.476, -3.290], [-3.739, -1.671, -4.025], [-3.117, 0.009, -3.332], [-5.031, -0.015, -0.067], [-3.376, 0.601, -0.402], [-3.612, -0.694, 0.764], [-5.751, -2.663, -1.759], [-4.829, -3.234, -0.393], [-4.426, -3.928, -1.876], [2.116, -2.103, -2.334], [2.104, -3.238, -3.756], [1.556, -3.900, -2.183], [0.627, -0.161, -4.110], [-0.985, -0.338, -4.583], [0.168, -1.306, -5.380], [-0.747, -3.908, -5.262], [-2.053, -3.287, -4.340], [-1.137, -4.542, -3.667], [5.729, 0.816, -0.080], [4.852, 0.265, 0.868], [3.489, 0.425, 0.873], [2.912, 0.907, -0.342], [3.741, 1.262, -1.404], [5.106, 1.325, -1.261], [1.484, 0.853, -0.553], [0.943, 2.068, -0.942], [1.524, 3.374, -0.606], [0.877, 4.465, -1.063], [-0.410, 4.429, -1.727], [-0.920, 3.169, -2.047], [-0.298, 1.999, -1.596], [6.786, 0.778, 0.082], [5.267, -0.160, 1.806], [2.845, 0.081, 1.650], [3.235, 1.645, -2.243], [5.648, 1.759, -2.064], [2.347, 3.493, 0.014], [1.276, 5.485, -0.894], [-0.887, 5.344, -2.086], [-1.829, 3.035, -2.629], [-0.759, 0.968, -1.884]],
  "lumo_ev": 2.106,
  "total_charge": -1,
  "homo_lumo_gap_ha": 0.216
}



Name the most stable of them. 2.



1:
{
  "formula": "C6H13NO",
  "method": "ωB97M-V/def2-TZVPD",
  "elements": ["C", "N", "C", "C", "C", "C", "C", "H", "H", "H", "H", "H", "H", "H", "H", "H", "H", "H", "H", "H", "O"],
  "xyz": [[0.688, -2.366, 0.495], [-1.314, -0.092, -0.028], [0.067, 0.034, 0.371], [0.696, -1.020, 1.068], [-0.430, 2.586, 0.569], [0.592, 1.453, 0.509], [0.961, 0.869, -0.735], [1.173, -3.098, 1.130], [-0.337, -2.789, 0.490], [0.948, -2.381, -0.560], [-1.857, 0.432, 0.655], [-1.636, -1.048, 0.086], [0.978, -1.007, 2.121], [-0.992, 2.472, 1.498], [0.081, 3.545, 0.652], [-1.051, 2.596, -0.315], [1.348, 1.569, 1.294], [1.708, 0.273, -1.236], [-1.282, -0.868, -2.712], [0.013, -0.247, -2.380], [-0.354, -0.914, -2.973]],
  "lumo_ev": [-6.819, -7.167],
  "total_charge": 1,
  "s2": 0.82,
  "multiplicity": 2,
  "homo_lumo_gap_ha": [0.269, 0.248]
}



2:
{
  "formula": "C6H13NO",
  "method": "ωB97M-V/def2-TZVPD",
  "elements": ["C", "O", "C", "C", "C", "C", "C", "N", "H", "H", "H", "H", "H", "H", "H", "H", "H", "H", "H", "H", "H"],
  "xyz": [[0.809, 0.895, -1.181], [0.750, 1.890, -2.174], [-0.407, -0.012, -1.105], [-0.217, -1.046, 0.001], [-0.803, -0.569, 1.385], [0.204, -0.288, 3.760], [0.235, -0.257, 2.377], [-0.596, -0.608, -2.419], [1.015, 1.379, -0.217], [1.704, 0.255, -1.286], [0.162, 1.519, -2.858], [-1.275, 0.628, -0.901], [0.781, -1.443, 0.181], [-0.882, -1.871, -0.271], [-1.383, -1.363, 1.871], [-1.378, 0.329, 1.107], [1.028, -0.033, 4.412], [-0.654, -0.734, 4.260], [1.130, 0.139, 1.888], [-1.022, -1.526, -2.393], [0.299, -0.827, -2.856]],
  "lumo_ev": [-5.109, -9.254],
  "total_charge": 1,
  "s2": 0.75,
  "multiplicity": 2,
  "homo_lumo_gap_ha": [0.307, 0.148]
}



Name the most stable of them. 2.